(1)
{"formula": "C6H10O", "method": "ωB97M-V/def2-TZVPD", "homo_ev": -9.523, "charge": 0, "orbital_gap_ha": 0.372, "max_force_ev_per_a": 0.50, "total_energy_ha": -309.79476, "lumo_energy_ha": 0.02174, "symbols": ["O", "C", "C", "C", "C", "C", "C", "H", "H", "H", "H", "H", "H", "H", "H", "H", "H"], "xyz": [[0.82676, 2.63225, -0.58360], [0.00433, 1.81630, -0.94244], [0.05840, 0.40398, -0.50788], [-0.94910, -0.41291, -0.17829], [-0.42044, -1.72730, 0.35737], [1.04360, -1.37993, 0.69443], [1.39616, -0.25816, -0.29012], [-0.80579, 2.11572, -1.62867], [-2.01255, -0.19226, -0.25356], [-0.48006, -2.50209, -0.42150], [-0.98065, -2.10265, 1.22047], [1.08409, -0.97450, 1.71227], [1.72171, -2.23571, 0.64046], [2.14841, 0.44857, 0.06873], [1.74618, -0.66340, -1.25159], [-2.00933, 2.82806, 0.77182], [-2.37172, 2.20402, 0.59210]], "forces_ev_per_angstrom": [[-0.3, -0.3, -0.2], [0.1, 0.2, 0.0], [0.0, -0.1, 0.1], [0.1, 0.2, -0.1], [0.0, 0.0, 0.0], [0.0, -0.1, 0.0], [0.1, 0.0, 0.0], [-0.2, 0.0, 0.1], [0.2, 0.0, -0.1], [0.0, 0.1, 0.1], [0.1, 0.1, -0.1], [0.0, -0.1, -0.1], [-0.1, 0.1, 0.0], [-0.1, -0.2, 0.0], [0.0, 0.1, 0.2], [-0.1, -0.1, 0.0], [0.0, 0.1, 0.1]]}

(2)
{"formula": "C6H10O", "method": "ωB97M-V/def2-TZVPD", "homo_ev": -9.372, "charge": 0, "orbital_gap_ha": 0.378, "max_force_ev_per_a": 0.37, "total_energy_ha": -309.80734, "lumo_energy_ha": 0.03394, "symbols": ["C", "C", "C", "C", "C", "O", "C", "H", "H", "H", "H", "H", "H", "H", "H", "H", "H"], "xyz": [[-0.49030, -0.65177, 1.70494], [-0.13049, -0.17994, 0.31169], [-1.05662, 0.51326, -0.74206], [0.31793, 0.91233, -1.31800], [0.79566, 1.04889, 0.13369], [0.87242, -0.33548, -1.74522], [0.56780, -1.17602, -0.62311], [-1.41985, -1.22677, 1.75432], [-0.58079, 0.20110, 2.38559], [0.31499, -1.28770, 2.09522], [-1.68569, -0.11932, -1.37817], [-1.62465, 1.36103, -0.34981], [0.47262, 1.67002, -2.08613], [0.37912, 1.92823, 0.63494], [1.86143, 0.93466, 0.35376], [-0.08334, -2.00288, -0.93764], [1.48976, -1.58965, -0.19399]], "forces_ev_per_angstrom": [[0.0, 0.0, 0.0], [0.0, -0.1, 0.2], [-0.2, 0.0, 0.0], [0.0, 0.3, -0.1], [0.2, 0.1, 0.1], [0.0, 0.0, -0.1], [0.0, -0.2, 0.2], [0.1, 0.0, -0.1], [-0.1, -0.1, -0.1], [-0.1, 0.1, 0.0], [0.1, 0.1, 0.1], [0.1, -0.1, 0.0], [-0.1, -0.1, 0.1], [0.1, -0.1, -0.1], [-0.1, 0.0, -0.1], [0.1, 0.1, 0.1], [-0.1, 0.1, 0.0]]}

(3)
{"formula": "C6H10O", "method": "ωB97M-V/def2-TZVPD", "homo_ev": -9.618, "charge": 0, "orbital_gap_ha": 0.392, "max_force_ev_per_a": 0.43, "total_energy_ha": -309.81812, "lumo_energy_ha": 0.03865, "symbols": ["C", "C", "C", "C", "C", "C", "O", "H", "H", "H", "H", "H", "H", "H", "H", "H", "H"], "xyz": [[2.03645, 0.41213, 0.15428], [0.58654, 0.05605, -0.01902], [-0.04579, -1.24446, 0.51651], [-0.92551, -0.95209, -0.70525], [-1.71235, 0.30657, -0.30387], [-0.50730, 1.11234, 0.25499], [0.23310, -0.38477, -1.36494], [2.26231, 1.37862, -0.30831], [2.66884, -0.34751, -0.31455], [2.29697, 0.47331, 1.21602], [-0.49749, -1.24983, 1.51437], [0.60697, -2.10710, 0.36391], [-1.42739, -1.73055, -1.28205], [-2.49246, 0.10321, 0.43591], [-2.17079, 0.77749, -1.17735], [-0.31579, 2.03696, -0.29884], [-0.59632, 1.35963, 1.31818]], "forces_ev_per_angstrom": [[0.0, 0.0, 0.0], [0.3, 0.2, 0.2], [0.0, -0.1, 0.1], [-0.3, -0.2, -0.1], [-0.1, 0.0, 0.0], [0.0, 0.0, 0.0], [0.1, 0.1, -0.1], [-0.1, -0.1, 0.0], [-0.1, 0.1, 0.1], [-0.1, 0.0, -0.1], [0.1, 0.0, -0.2], [-0.1, 0.1, 0.0], [0.0, 0.1, 0.1], [0.1, 0.0, -0.1], [0.1, -0.1, 0.1], [0.0, -0.2, 0.0], [0.0, -0.1, -0.1]]}

(4)
{"formula": "C6H10O", "method": "ωB97M-V/def2-TZVPD", "homo_ev": -9.430, "charge": 0, "orbital_gap_ha": 0.384, "max_force_ev_per_a": 0.54, "total_energy_ha": -309.83387, "lumo_energy_ha": 0.03771, "symbols": ["O", "C", "C", "C", "C", "C", "C", "H", "H", "H", "H", "H", "H", "H", "H", "H", "H"], "xyz": [[-0.37771, 0.12020, 2.57270], [-0.63441, 0.10027, 1.17526], [-0.43851, -1.27223, 0.58826], [-0.20471, -1.47595, -0.70584], [-0.01160, -0.30123, -1.63142], [0.79924, 0.77177, -0.90089], [0.12490, 1.21610, 0.40703], [0.57132, -0.04067, 2.67793], [-1.71119, 0.30645, 1.08718], [-0.57331, -2.10577, 1.26997], [-0.10600, -2.48828, -1.09292], [-0.97787, 0.11787, -1.94599], [0.49877, -0.61869, -2.54585], [1.78603, 0.34188, -0.68918], [0.95178, 1.64576, -1.54511], [0.87922, 1.64889, 1.07223], [-0.57599, 2.03361, 0.20665]], "forces_ev_per_angstrom": [[0.4, 0.0, -0.1], [-0.3, 0.0, -0.4], [0.1, -0.1, -0.1], [0.0, 0.2, 0.1], [0.0, -0.1, -0.1], [0.0, 0.0, 0.0], [0.0, 0.1, 0.0], [-0.2, 0.0, 0.1], [0.2, 0.0, 0.2], [0.0, 0.0, 0.0], [-0.1, 0.2, 0.0], [0.1, -0.1, 0.1], [0.0, 0.1, 0.1], [-0.1, 0.1, 0.0], [0.0, -0.1, 0.1], [-0.1, -0.1, 0.0], [0.1, -0.1, 0.0]]}

Please write out number 3 again, unchanged.
{"formula": "C6H10O", "method": "ωB97M-V/def2-TZVPD", "homo_ev": -9.618, "charge": 0, "orbital_gap_ha": 0.392, "max_force_ev_per_a": 0.43, "total_energy_ha": -309.81812, "lumo_energy_ha": 0.03865, "symbols": ["C", "C", "C", "C", "C", "C", "O", "H", "H", "H", "H", "H", "H", "H", "H", "H", "H"], "xyz": [[2.03645, 0.41213, 0.15428], [0.58654, 0.05605, -0.01902], [-0.04579, -1.24446, 0.51651], [-0.92551, -0.95209, -0.70525], [-1.71235, 0.30657, -0.30387], [-0.50730, 1.11234, 0.25499], [0.23310, -0.38477, -1.36494], [2.26231, 1.37862, -0.30831], [2.66884, -0.34751, -0.31455], [2.29697, 0.47331, 1.21602], [-0.49749, -1.24983, 1.51437], [0.60697, -2.10710, 0.36391], [-1.42739, -1.73055, -1.28205], [-2.49246, 0.10321, 0.43591], [-2.17079, 0.77749, -1.17735], [-0.31579, 2.03696, -0.29884], [-0.59632, 1.35963, 1.31818]], "forces_ev_per_angstrom": [[0.0, 0.0, 0.0], [0.3, 0.2, 0.2], [0.0, -0.1, 0.1], [-0.3, -0.2, -0.1], [-0.1, 0.0, 0.0], [0.0, 0.0, 0.0], [0.1, 0.1, -0.1], [-0.1, -0.1, 0.0], [-0.1, 0.1, 0.1], [-0.1, 0.0, -0.1], [0.1, 0.0, -0.2], [-0.1, 0.1, 0.0], [0.0, 0.1, 0.1], [0.1, 0.0, -0.1], [0.1, -0.1, 0.1], [0.0, -0.2, 0.0], [0.0, -0.1, -0.1]]}